# C16H33N2O2PSiV

C16H33N2O2PSiV as an isolated structure (ωB97M-V/def2-TZVPD, the OMol25 dataset).

Computed properties:
lowest unoccupied orbital energy (spin up / spin down): 0.32 / 0.32 eV
energy relative to the best compared isomer or geometry (same formula, charge and spin): 0.000 eV
molar mass: 395.46 g mol⁻¹
multiplicity: 2
electronic energy: -67056.3773 eV
expectation value of S²: 0.921
frontier orbital gap (spin up / spin down): 0.2552 / 0.2606 hartree

Geometry (Å):
V (-0.069, 0.084, -0.148)
Si (2.312, 0.207, -0.799)
P (-0.750, 0.554, -2.482)
N (-0.386, -1.656, -0.417)
H (-0.455, 2.882, 1.817)
C (-2.500, 0.843, -2.875)
H (-2.646, 0.989, -3.952)
H (-2.870, 1.725, -2.344)
H (-3.105, -0.012, -2.556)
C (0.069, 2.007, -3.202)
H (-0.294, 2.140, -4.229)
H (1.155, 1.865, -3.208)
H (-0.160, 2.901, -2.608)
C (-0.319, -0.836, -3.585)
H (-0.482, -0.553, -4.634)
H (-0.948, -1.702, -3.338)
H (0.728, -1.124, -3.433)
C (2.844, 1.983, -0.476)
H (2.569, 2.326, 0.531)
H (2.410, 2.666, -1.216)
H (3.940, 1.992, -0.562)
H (3.184, -0.560, 0.140)
H (2.604, -0.181, -2.219)
C (-0.289, -2.957, -0.562)
C (-1.355, -5.189, -0.484)
C (-1.415, -3.813, -0.274)
C (0.918, -3.606, -1.027)
C (0.954, -4.985, -1.227)
C (-0.171, -5.776, -0.961)
H (-2.236, -5.798, -0.281)
H (-2.320, -3.338, 0.087)
H (1.792, -2.983, -1.229)
H (1.870, -5.453, -1.599)
H (-0.122, -6.861, -1.128)
C (-1.045, 2.958, 0.884)
O (-0.955, 1.721, 0.199)
C (-2.502, 3.202, 1.290)
H (-2.795, 4.253, 1.190)
H (-2.625, 2.937, 2.343)
H (-3.189, 2.594, 0.691)
C (-0.460, 4.144, 0.122)
H (-1.206, 4.552, -0.571)
H (0.467, 3.925, -0.421)
H (-0.223, 4.936, 0.843)
C (2.198, -0.484, 3.939)
N (0.770, -0.237, 3.866)
C (-0.024, -0.146, 5.066)
C (0.192, -0.090, 2.669)
O (0.906, -0.066, 1.622)
H (2.429, -0.562, 5.011)
H (2.747, 0.342, 3.462)
H (2.445, -1.414, 3.403)
H (-0.525, 0.826, 5.171)
H (-0.819, -0.902, 5.112)
H (0.642, -0.286, 5.922)
H (-0.891, 0.010, 2.669)